No. 1
DFT (ωB97M-V/def2-TZVPD) results for a structure of composition C11H14Si in a non-equilibrium geometry.

```
26
Properties=species:S:1:pos:R:3:forces:R:3
C 3.0201 -1.1744 -1.0716 -1.33 0.63 0.98
C -2.0605 -1.8130 -0.0432 -0.33 0.03 0.05
C -0.5825 2.9655 -1.3099 0.76 -0.42 -0.99
C 2.0739 -0.5072 -0.7139 -2.77 1.38 1.51
C -1.2712 -0.9000 0.0242 0.85 0.87 -0.04
C -0.4019 1.8735 -0.8566 0.14 -1.40 1.60
C 4.0687 -2.0050 -1.5281 2.77 -3.01 -0.55
C -2.9428 -2.9944 -0.1519 1.93 0.91 0.00
C -0.4397 4.2308 -1.9576 -3.91 0.63 0.89
C -1.0314 0.0921 2.8589 0.77 -2.92 -0.80
C 0.1486 0.7660 2.1545 -0.09 0.21 -1.05
Si -0.0136 0.4892 0.2597 1.52 -2.66 -1.35
H 3.7309 -3.1266 -1.7511 0.42 2.53 -0.09
H 4.5696 -1.4965 -2.3978 -0.48 -0.98 0.46
H 4.9475 -2.2418 -0.8012 -1.59 0.92 -0.74
H -2.3032 -3.8033 0.1825 0.08 -0.70 -0.84
H -3.6969 -3.0337 0.5699 -1.47 0.55 1.06
H -3.3621 -3.0253 -1.1429 0.02 -0.60 -0.33
H -0.9923 4.3197 -2.9011 0.52 -0.28 0.00
H -1.0391 4.8706 -1.2663 0.85 0.44 -0.54
H 0.5606 4.4782 -1.9944 2.00 0.86 -0.29
H -1.9161 0.6180 2.6235 -1.07 0.58 -0.10
H -1.2148 -0.9870 2.5267 0.37 1.44 0.30
H -0.9119 0.0087 3.9131 0.19 0.37 0.96
H 1.1857 0.5881 2.5128 -0.88 -0.04 -0.12
H -0.1255 1.8078 2.2616 0.74 0.66 0.01
```
Positions in Å, forces in eV/Å.

The HOMO energy comes out at -0.3162 Ha. Its multiplicity is 1. The value obtained for the energy relative to the best compared isomer or geometry (same formula, charge and spin) is 685.0 kJ/mol.



No. 2
DFT (ωB97M-V/def2-TZVPD) results for a structure of composition C46H56F5FeGe2N3O5STe3 in a non-equilibrium geometry.

```
122
Properties=species:S:1:pos:R:3:forces:R:3
Fe -2.2219 0.7126 0.5460 -0.28 -1.77 -0.28
O -1.0389 1.4847 2.1111 0.41 1.79 0.09
H -0.5646 2.3004 1.7361 -0.91 -1.35 0.53
H -1.8358 1.9035 2.5425 0.76 -0.58 -0.31
F -5.1846 -0.5897 2.1542 0.01 1.35 0.47
Te -5.5615 1.2246 1.7742 1.77 -1.41 -0.20
F -5.7589 1.6021 3.6380 -0.39 -0.43 -0.66
F -3.5254 1.9795 2.3947 -1.49 -0.91 -0.81
F -7.3688 0.5089 1.5923 0.64 0.49 0.14
F -4.2840 0.3999 0.0639 -0.63 1.03 1.19
O -2.0827 2.1103 -0.7673 1.15 2.22 -0.69
Te -2.1579 1.8328 -2.8256 -0.02 -0.91 -0.64
O -0.9795 3.8222 0.7986 0.03 0.08 2.59
O -0.2478 4.8421 1.5309 -0.36 0.24 -0.28
C -6.1183 -7.0629 -2.9390 -1.25 -0.09 0.28
C -5.0122 -6.3611 -2.2077 0.63 -0.44 -1.46
C -4.2671 -5.4481 -2.9721 -0.65 -0.07 0.14
C -3.2131 -4.7184 -2.4517 0.00 0.25 0.62
C -2.4565 -3.6673 -3.1735 -0.70 1.61 -0.41
C -2.9173 -4.9693 -1.1371 0.95 -1.45 2.06
Te -1.2326 -3.8378 0.1043 -0.57 1.16 0.12
N -1.3418 -0.9539 -0.0397 1.06 -1.07 -0.33
C -0.1969 -1.2688 -0.5479 -2.13 3.18 1.30
O 0.4071 -2.4044 -0.4547 0.63 -1.39 -0.35
C 0.5426 -0.1661 -1.2758 1.39 -0.59 1.65
C 0.5049 -0.2268 -2.6951 -0.02 -0.28 -2.99
C 0.8965 0.8375 -3.4171 0.74 -0.53 -0.35
C 1.9283 1.7914 -2.8537 -2.21 0.91 -0.01
C 1.9744 1.8145 -1.3200 -0.35 1.10 -0.47
C 1.2161 0.8104 -0.6271 -0.95 -2.58 0.97
C 0.4038 -4.8912 1.0601 0.06 -0.89 -0.76
C 1.1828 -5.8210 0.3572 -0.38 -0.56 0.14
C 0.8248 -6.2703 -1.0240 -0.78 -0.55 -0.75
C 2.2879 -6.4189 0.9629 -0.44 1.06 0.70
C 2.6697 -6.0526 2.2458 0.53 0.04 0.31
C 3.8832 -6.6760 2.9221 -0.31 -0.16 0.50
C 1.9099 -5.1060 2.9075 -0.36 -0.09 -0.70
C 0.7662 -4.5470 2.3639 -0.65 0.68 -0.41
C 0.0172 -3.4979 3.1541 -0.41 0.47 0.09
C -3.5623 -5.9695 -0.3778 0.39 0.99 0.46
C -3.2367 -6.1802 1.0794 -0.21 0.42 0.82
C -4.6149 -6.6819 -0.9149 0.00 0.58 -0.61
H -7.1027 -6.7143 -2.5738 0.30 0.21 -0.35
H -6.1969 -8.1252 -2.7551 0.46 -0.47 0.24
H -6.0828 -6.9589 -4.0307 0.08 0.29 0.34
H -4.5534 -5.2801 -4.0047 -0.07 -0.01 -0.02
H -2.6017 -3.7389 -4.2475 0.21 -0.15 -0.21
H -1.4144 -3.7168 -2.9037 0.49 -0.01 -0.13
H -2.7929 -2.6102 -2.9181 0.25 -1.26 0.01
H 0.0667 -1.1062 -3.2446 -0.06 1.11 0.95
H 0.6010 0.9994 -4.4714 0.43 -0.45 0.54
H 2.8225 1.5935 -3.3849 1.24 -0.14 -0.33
H 3.0085 1.9555 -1.0170 0.14 -0.13 0.53
H 1.1848 0.8048 0.4629 0.06 0.12 -0.11
H 0.9881 -5.4782 -1.7434 0.29 0.30 -0.24
H -0.2446 -6.5422 -1.2022 0.61 0.19 0.61
H 1.4034 -7.1535 -1.3235 0.02 0.29 0.06
H 2.9014 -7.0985 0.4340 0.37 -0.78 -0.62
H 3.8517 -7.7596 2.7414 0.34 0.25 -0.10
H 3.8154 -6.5659 4.0236 0.02 0.11 -0.58
H 4.8584 -6.2559 2.6130 -0.52 -0.22 -0.08
H 2.1861 -4.7038 3.8397 0.55 0.05 1.23
H 0.5072 -3.3183 4.1115 0.14 0.02 -0.06
H -1.0262 -3.7700 3.4107 0.47 -0.04 -0.41
H -0.0241 -2.5274 2.6136 0.00 -0.56 0.24
H -3.4196 -5.2506 1.6927 0.18 -0.77 -0.73
H -2.1918 -6.4701 1.2642 -0.24 -0.04 -0.09
H -3.9106 -6.9451 1.4933 0.37 0.08 -0.06
H -5.0843 -7.4416 -0.3090 -0.31 -0.11 -0.10
C 7.0285 -1.7013 -0.2064 0.17 -1.37 -0.36
C 6.8345 -0.5183 0.6696 -0.05 1.51 0.02
C 7.2364 0.7647 0.2584 -0.95 -1.00 1.32
C 7.0344 1.8205 1.2173 -1.27 -2.71 1.13
N 6.3832 1.5520 2.3897 1.25 2.35 -2.24
C 5.8557 0.3711 2.6786 -0.55 -0.58 1.58
S 4.8743 0.0609 4.0162 0.50 0.13 -0.65
N 6.2065 -0.6787 1.8739 1.26 -0.73 -1.59
C 7.5149 3.1938 1.0206 0.13 0.74 -0.59
H 7.6168 -1.4155 -1.1064 -0.51 -0.27 0.63
H 6.0602 -2.1781 -0.5193 0.73 0.69 0.23
H 7.5783 -2.5242 0.3209 -0.29 0.73 -0.33
H 7.6604 0.8477 -0.7361 0.02 0.37 0.26
H 6.1375 -1.6128 2.2654 -0.56 0.21 -0.17
H 8.2691 3.3993 1.7700 0.10 0.22 0.25
H 6.6723 3.8715 1.1633 0.12 0.08 0.14
H 7.9510 3.3993 0.0282 -0.21 -0.37 0.37
C -3.3010 5.8803 1.7820 0.47 -0.67 -1.51
Ge -1.5564 5.4967 2.6250 -1.36 -0.01 1.81
C -2.0363 4.2554 4.2141 0.73 0.23 -1.58
C -0.7824 7.2159 3.2795 -0.77 -1.55 -0.05
Ge -0.8719 3.5722 -0.9364 -0.70 -2.11 -2.08
C 1.3152 3.2153 -1.3142 -1.81 1.18 0.11
C 1.5079 3.3248 -2.8289 0.53 -1.35 -0.33
C 2.6044 4.2533 -3.1843 1.20 2.48 -0.34
C 3.1508 5.1949 -2.3222 -0.33 -1.46 -2.59
C 2.8024 5.1993 -0.9303 -1.76 -1.69 1.26
C 1.9507 4.2163 -0.4493 1.80 2.20 0.50
C -2.2723 4.7908 -1.7109 -0.86 0.38 -1.31
C -1.9220 6.0491 -2.2108 0.71 -0.78 1.55
C -2.8399 6.8915 -2.7942 0.87 1.62 -0.85
C -4.1077 6.5152 -3.1398 -0.20 -0.22 0.07
C -4.5038 5.2649 -2.7153 -0.24 -1.76 1.05
C -3.6343 4.3878 -2.0186 0.49 1.04 0.37
H -4.0972 5.1403 2.0064 0.54 0.59 0.29
H -3.1500 5.7704 0.6750 -0.16 0.34 0.79
H -3.5685 6.9221 1.9967 -0.17 -0.36 0.03
H -2.2802 3.2647 3.8181 -0.17 0.33 0.06
H -2.9438 4.6601 4.6736 0.35 0.03 0.10
H -1.1945 4.1063 4.8871 -0.14 0.30 0.28
H -1.2566 7.4354 4.2324 -0.10 0.20 -0.01
H -0.9404 7.9839 2.5455 0.13 0.42 -0.19
H 0.2417 6.9766 3.4572 0.93 0.32 0.06
H 0.5581 3.3515 -3.3836 0.35 0.80 -0.22
H 2.9948 4.2705 -4.2338 -0.52 -0.14 0.91
H 3.9068 5.8899 -2.7440 -0.52 -0.54 0.51
H 3.2231 5.9255 -0.2467 0.06 -0.05 -0.01
H 1.8210 4.1679 0.6471 -0.17 -0.07 -0.76
H -0.8946 6.3873 -2.0235 -0.42 0.15 -0.20
H -2.4984 7.9013 -3.0182 -0.05 -0.13 -0.23
H -4.7469 7.1531 -3.7432 -0.03 0.02 0.32
H -5.5367 4.8992 -2.8295 0.56 0.27 -0.30
H -4.0374 3.4063 -1.7550 0.32 0.57 0.21
```
Positions in Å, forces in eV/Å.

The HOMO energy (alpha / beta) comes out at -0.1292 / -0.1289 Ha. As for the total charge: -1. Its multiplicity is 6.



No. 3
DFT (ωB97M-V/def2-TZVPD) results for a cluster of 9 separate species, C30H81N3O16 in total in a non-equilibrium geometry.

```
130
Properties=species:S:1:pos:R:3:forces:R:3
C -4.0416 -0.9362 -6.4208 0.00 -0.81 -0.27
O -3.4816 -1.7922 -5.4648 0.25 -0.10 0.05
C -3.9186 -1.3922 -4.1908 1.65 -0.63 0.06
C -3.2286 -2.2332 -3.1318 0.58 -0.37 -0.57
N -3.6256 -1.8112 -1.7708 0.10 -0.27 -0.17
C -2.5276 -2.1702 -0.8808 0.26 -0.60 1.14
C -2.7416 -1.7022 0.5712 -7.72 3.79 -6.76
O -1.8576 -1.8712 1.3912 9.28 -3.52 6.76
C -2.2346 -1.6372 2.7242 0.01 -0.13 0.18
H -3.5636 -1.0612 -7.3988 -0.17 0.02 0.37
H -4.0606 0.0658 -6.0838 0.89 1.58 0.22
H -5.0916 -1.0992 -6.4378 -1.30 -0.73 -0.74
H -4.9586 -1.3822 -4.1068 -2.21 -0.67 0.09
H -3.6916 -0.3612 -4.0658 0.69 1.16 0.41
H -2.1086 -2.0922 -3.2948 -1.45 -0.21 0.32
H -3.4656 -3.3182 -3.3038 0.31 0.78 0.05
H -4.4516 -2.3772 -1.5088 0.63 0.59 -0.10
H -1.5896 -1.7422 -1.2268 -0.03 0.14 -0.30
H -2.4006 -3.2662 -0.8878 0.24 0.08 0.16
H -3.7386 -2.0482 0.8752 -0.36 -0.41 0.18
H -2.8186 -0.5892 0.6102 -1.25 0.34 -1.33
H -1.4806 -1.8602 3.4772 0.34 0.21 -0.51
H -3.0406 -2.3032 2.8752 -1.25 -0.73 0.67
H -2.6026 -0.6332 2.8172 -0.10 0.81 0.18
C 1.5564 4.0618 2.1722 0.20 -0.60 1.92
O 1.6974 3.6478 3.5202 0.20 2.56 -0.37
C 1.0814 2.4618 3.8242 1.00 1.68 2.52
C 2.0364 1.3568 3.7632 0.11 -0.12 -0.29
N 1.1324 0.2378 3.8742 0.81 -0.75 0.45
C 1.9034 -0.8912 4.2992 -1.34 -0.40 -0.11
C 1.0884 -2.1202 4.1412 6.01 -0.61 -5.73
O 0.3114 -2.5172 5.0212 -5.34 -1.80 7.61
C -0.1036 -3.8512 4.9712 -1.36 -0.19 0.33
H 1.8044 5.0768 2.1132 0.60 1.48 -0.11
H 0.5994 3.9438 1.7612 -1.85 -0.18 -0.12
H 2.1694 3.4578 1.6072 1.78 -1.05 -1.67
H 0.1754 2.4008 3.3062 -1.33 -0.82 -1.13
H 0.8354 2.5138 4.8962 -0.48 0.15 -0.18
H 2.7874 1.4428 4.6002 -0.88 -0.25 -0.68
H 2.5984 1.3838 2.8262 0.21 -0.30 -0.14
H 0.9074 -0.0162 2.9132 -0.28 0.27 0.28
H 2.2974 -0.8102 5.2772 0.16 0.34 1.37
H 2.7494 -1.0152 3.6692 1.13 -0.20 -0.85
H 1.8524 -2.9492 4.0332 0.06 0.37 -0.73
H 0.5264 -2.0772 3.2382 0.19 0.39 -1.87
H 0.5714 -4.5832 4.5142 0.27 0.53 0.03
H -1.0846 -3.9522 4.5062 0.12 0.08 -0.67
H -0.3406 -4.1042 5.9772 0.31 -0.50 1.06
C -1.2486 0.5408 -4.7298 -0.24 -0.86 -0.25
O -0.5606 -0.7292 -4.5458 -1.02 1.51 -1.00
C 0.3344 -0.5772 -3.4668 -1.04 0.10 -0.70
C 1.2124 -1.7652 -3.3748 -0.24 -0.93 -0.07
N 1.8974 -1.6532 -2.0858 1.09 0.65 -2.13
C 3.3054 -2.0332 -2.1798 -0.61 0.78 -0.96
C 3.8444 -1.8122 -0.8238 5.89 4.67 -5.69
O 3.2824 -2.3962 0.1152 -4.60 -5.77 6.75
C 4.0084 -2.3282 1.3152 -0.65 0.85 1.94
H -1.9506 0.5738 -5.5768 0.46 -0.77 0.14
H -0.5206 1.2948 -4.9178 0.66 0.78 -0.07
H -1.8406 0.8598 -3.8638 0.28 -0.31 0.27
H -0.3106 -0.5642 -2.6048 0.02 0.51 1.05
H 0.9064 0.3688 -3.5608 -0.12 -0.61 0.17
H 1.8784 -1.7472 -4.2218 0.65 -0.01 -0.22
H 0.6534 -2.7422 -3.5008 0.26 1.02 0.32
H 1.5374 -2.3912 -1.5658 -0.97 -1.24 1.34
H 3.8454 -1.3792 -2.9298 -0.52 -0.67 0.91
H 3.4214 -3.0802 -2.4778 0.08 -0.10 -0.15
H 3.8664 -0.7522 -0.5688 0.26 0.72 -0.61
H 4.8844 -2.1502 -0.8678 0.75 0.23 -0.22
H 3.5144 -2.9272 2.1022 0.18 -0.09 -0.65
H 3.8894 -1.2872 1.6872 0.68 -0.31 -0.20
H 5.0634 -2.6192 1.2252 -0.27 0.08 -0.30
O 2.1084 2.9828 -0.8708 1.33 -0.48 0.09
C 0.9374 3.5528 -1.4538 2.19 2.42 3.49
C 0.5434 2.8208 -2.5808 0.08 -1.48 -2.32
O -0.4816 3.4748 -3.2108 0.70 0.68 -2.80
H 2.8784 3.2598 -1.4188 -0.89 -0.29 0.57
H 0.2024 3.7428 -0.6658 -0.18 -0.72 -0.06
H 1.2694 4.5348 -1.6968 -0.27 1.17 -0.76
H 0.3464 1.8098 -2.2998 -0.62 -0.92 0.23
H 1.4054 2.7358 -3.2718 -0.37 0.18 0.01
H -1.2596 3.4558 -2.7048 -1.73 -0.33 1.40
O 1.6394 -4.2642 -0.8828 1.04 -0.19 -0.13
C 0.4644 -3.9722 -0.1928 -0.80 -1.19 -0.09
C 0.6904 -4.2462 1.2412 0.46 1.96 1.86
O -0.4476 -4.1192 2.0842 0.64 -0.19 -0.96
H 2.3864 -3.9932 -0.2958 -0.61 -0.08 -0.76
H 0.1144 -2.9642 -0.3378 -0.04 0.79 -0.06
H -0.3326 -4.6222 -0.5458 -0.07 -0.18 -0.32
H 1.4824 -3.5312 1.5712 -0.47 0.07 0.01
H 1.1824 -5.1462 1.4322 0.22 -2.06 -0.06
H -0.7586 -3.2452 1.8222 -0.66 0.14 0.20
O -3.3896 4.0908 1.6552 -0.37 0.58 -0.51
C -2.5356 3.1928 2.2752 -1.13 -3.17 0.32
C -2.1776 3.7918 3.5412 1.36 1.11 0.87
O -1.2656 4.8068 3.1652 1.12 0.67 0.87
H -3.7496 3.6318 0.9042 -0.65 0.18 -0.65
H -3.0096 2.1948 2.4732 -0.11 0.51 -0.29
H -1.6656 2.9768 1.6752 0.52 0.00 -0.20
H -1.7816 3.1598 4.3412 0.44 -0.12 -0.53
H -3.0056 4.2938 3.9692 -1.38 0.22 0.46
H -1.5326 5.0828 2.2872 -0.10 0.34 -0.07
O -4.8756 2.9248 -0.4868 -0.81 0.53 1.12
C -4.2126 1.6858 -0.5548 -0.95 -1.69 1.72
C -3.3026 1.8108 -1.6828 0.29 0.09 -0.83
O -2.4556 2.9148 -1.4278 0.84 -0.06 -0.41
H -5.4096 3.0638 -1.2658 -0.33 -0.02 -0.32
H -3.6816 1.5368 0.4662 -0.73 0.23 -1.82
H -4.8766 0.7788 -0.7238 0.43 1.13 0.37
H -3.8946 1.9908 -2.6148 0.40 -0.31 0.41
H -2.7736 0.8768 -1.7588 0.79 -0.15 -0.39
H -3.0166 3.6608 -1.1918 -0.16 0.03 0.11
C -0.3606 0.9778 0.7182 -2.05 -0.27 0.37
C 0.6254 0.0518 0.2012 0.07 -1.37 -2.55
O 1.2664 -0.6592 1.2112 0.94 -0.25 0.18
H 0.2464 1.7528 1.0532 0.22 2.03 1.32
H -1.0256 0.5048 1.5032 0.90 0.72 -0.68
H -0.9966 1.3288 -0.1148 0.27 0.04 0.40
H 1.3184 0.5698 -0.5328 -0.50 -0.62 0.95
H 0.0564 -0.6762 -0.3678 0.14 -0.35 -0.64
H 1.8544 -1.2912 0.7652 -0.06 0.06 0.20
C 5.9444 1.2298 -0.4818 0.77 -1.05 -2.85
C 5.2514 2.0398 0.4932 -0.97 0.78 0.87
O 3.9944 1.4338 0.7272 -0.33 -0.44 1.23
H 6.9264 1.6278 -0.6398 0.73 0.30 -0.47
H 5.4194 1.1058 -1.4658 0.33 0.57 0.66
H 6.0964 0.2068 -0.1888 -0.05 -0.46 0.69
H 5.1194 3.0948 0.1792 0.20 -0.38 0.15
H 5.9044 2.0208 1.3982 -1.03 0.22 -0.11
H 3.2584 1.7578 0.1932 0.28 0.46 -0.12
```
Positions in Å, forces in eV/Å.

The HOMO energy comes out at -0.3026 Ha. Its SMILES is COCCNCCOC.COCCNCCOC.COCCNCCOC.OCCO.OCCO.OCCO.OCCO.CCO.CCO. Its multiplicity is 1. The value obtained for the energy relative to the best compared isomer or geometry (same formula, charge and spin) is 65.6 kJ/mol.



No. 4
DFT (ωB97M-V/def2-TZVPD) results for the ion C11H13N2S2 with charge +1 in a non-equilibrium geometry.

```
28
Properties=species:S:1:pos:R:3:forces:R:3
C 1.9317 3.0862 -0.6808 -0.42 0.01 0.25
C 1.8314 2.0021 -1.4953 0.46 -2.17 -0.61
C 1.1547 3.2060 0.4505 0.48 1.93 0.56
C 0.8260 1.0180 -1.2945 1.28 -0.63 -1.18
C 0.1848 2.3069 0.6927 -1.67 0.03 0.05
C 0.0271 1.2483 -0.2177 -1.02 -0.52 1.49
C -0.9463 -1.0115 0.2517 -1.08 2.65 0.90
C -3.1698 -0.0998 0.6390 -0.30 -0.64 0.79
C 0.0823 -2.9721 1.3171 4.09 2.49 0.64
C 0.5219 -2.4070 -1.0958 -0.86 0.96 -0.09
C 0.2554 -1.7626 0.2663 2.44 -3.95 0.33
N -2.1818 0.8397 0.6153 -0.86 0.87 -0.58
N -1.0238 0.3185 0.1272 0.96 -1.49 -0.05
S -4.7229 0.1730 0.7047 -1.35 0.25 0.01
S -2.4155 -1.7380 0.7834 0.06 1.63 -0.67
H 2.5160 3.8950 -0.9858 1.44 0.92 -0.12
H 2.6834 1.7775 -2.1543 -0.91 0.40 -0.35
H 1.2490 4.0682 1.1404 0.04 -0.55 -0.71
H 0.7383 0.0762 -1.9564 0.07 2.10 1.19
H -0.5748 2.6510 1.4249 0.61 -1.15 -0.17
H 1.0813 -3.5289 1.3600 -1.15 1.00 -0.03
H -0.5725 -3.7326 1.0904 -2.09 -1.24 -0.65
H -0.0517 -2.4700 2.2890 -0.28 -0.80 -0.14
H -0.4547 -2.7944 -1.4036 0.57 -0.21 -0.78
H 1.3118 -3.1181 -1.1066 0.29 -1.01 0.48
H 0.9313 -1.6136 -1.6990 -0.47 -0.07 -0.88
H 1.2021 -1.2650 0.5055 -0.68 0.66 0.39
H -2.4146 1.8470 0.4316 0.35 -1.51 -0.08
```
Positions in Å, forces in eV/Å.

The HOMO energy comes out at -0.4616 Ha. As for the total charge: +1. Its multiplicity is 1. The value obtained for the energy relative to the best compared isomer or geometry (same formula, charge and spin) is 253.7 kJ/mol.